[1]
Molecular formula: C47H72N7O2
Method: DFT, ωB97M-V with the def2-TZVPD basis set

The geometry in XYZ format:
```
128
Properties=species:S:1:pos:R:3:lowdin_charge:R:1
C 4.560 -1.395 1.171 -0.146
C 3.835 0.013 0.952 -0.262
C 2.757 0.012 -0.257 -0.212
C 2.375 1.562 -0.503 -0.220
C 1.428 1.765 -1.804 -0.202
C 0.265 2.829 -1.399 -0.232
C -0.493 3.419 -2.683 -0.211
C -1.939 4.047 -2.383 -0.208
C -2.259 4.286 -0.829 -0.223
C -3.675 4.997 -0.570 -0.222
C -3.972 4.975 1.014 -0.221
C -4.204 3.501 1.612 -0.216
C -5.189 2.658 0.659 -0.214
C -5.646 1.341 1.453 -0.215
C -5.559 -0.021 0.611 -0.210
C -6.142 0.056 -0.878 -0.210
C -5.128 -0.760 -1.858 -0.203
C -4.933 -2.256 -1.308 -0.139
C -3.457 -2.562 -0.753 -0.568
O -2.599 -1.668 -0.453 -0.100
O -3.103 -3.904 -0.584 -0.244
H 5.363 -1.233 1.988 0.065
H 3.860 -2.206 1.597 0.079
H 5.145 -1.769 0.255 0.062
H 4.641 0.775 0.643 0.103
H 3.290 0.335 1.911 0.104
H 1.847 -0.591 0.071 0.119
H 3.176 -0.489 -1.204 0.092
H 3.288 2.242 -0.560 0.106
H 1.776 1.890 0.422 0.094
H 0.881 0.768 -1.960 0.116
H 2.013 2.097 -2.731 0.107
H 0.815 3.708 -0.906 0.111
H -0.403 2.298 -0.648 0.111
H -0.497 2.588 -3.474 0.109
H 0.166 4.273 -3.094 0.108
H -2.750 3.368 -2.843 0.113
H -2.018 5.052 -2.943 0.105
H -2.268 3.265 -0.325 0.093
H -1.419 4.909 -0.375 0.119
H -4.525 4.579 -1.206 0.091
H -3.573 6.107 -0.879 0.112
H -4.801 5.718 1.323 0.099
H -3.014 5.386 1.514 0.105
H -3.177 2.973 1.608 0.111
H -4.584 3.484 2.684 0.107
H -6.140 3.293 0.490 0.113
H -4.723 2.422 -0.366 0.109
H -4.905 1.221 2.332 0.103
H -6.679 1.441 1.955 0.108
H -6.215 -0.789 1.174 0.109
H -4.492 -0.426 0.682 0.107
H -6.311 1.107 -1.280 0.089
H -7.152 -0.491 -0.965 0.104
H -4.105 -0.258 -1.913 0.104
H -5.587 -0.842 -2.914 0.099
H -5.663 -2.532 -0.461 0.112
H -5.139 -3.026 -2.142 0.099
N 3.110 -4.616 -0.919 -0.005
C 2.856 -5.598 0.001 -0.156
C 1.521 -5.543 0.322 -0.101
C 0.946 -4.492 -0.436 -0.087
C 1.950 -3.940 -1.195 -0.142
H 4.008 -4.422 -1.329 0.116
H 3.645 -6.248 0.347 0.078
H 1.014 -6.188 1.024 0.091
H -0.087 -4.174 -0.428 0.096
H 1.940 -3.127 -1.904 0.099
N 7.681 -7.852 0.554 -0.002
C 6.441 -7.295 0.399 -0.139
C 6.603 -5.942 0.227 -0.113
C 7.994 -5.674 0.274 -0.114
C 8.635 -6.872 0.473 -0.147
H 7.865 -8.831 0.702 0.144
H 5.552 -7.907 0.427 0.105
H 5.809 -5.224 0.083 0.071
H 8.473 -4.712 0.172 0.089
H 9.683 -7.111 0.566 0.103
N 6.228 -2.406 -3.144 0.003
C 4.987 -1.846 -3.300 -0.145
C 5.152 -0.493 -3.472 -0.113
C 6.543 -0.228 -3.424 -0.113
C 7.182 -1.427 -3.224 -0.148
H 6.410 -3.385 -2.995 0.140
H 4.097 -2.456 -3.273 0.099
H 4.359 0.226 -3.617 0.090
H 7.024 0.734 -3.526 0.089
H 8.230 -1.668 -3.130 0.102
N -9.594 5.402 -1.649 -0.005
C -8.855 5.972 -0.646 -0.144
C -7.535 5.946 -1.025 -0.116
C -7.476 5.344 -2.306 -0.113
C -8.761 5.021 -2.667 -0.142
H -10.593 5.282 -1.639 0.142
H -9.331 6.344 0.249 0.102
H -6.705 6.320 -0.445 0.082
H -6.591 5.167 -2.899 0.090
H -9.153 4.553 -3.557 0.104
N 1.046 1.289 5.987 -0.012
C 1.323 2.034 4.871 -0.152
C 0.781 1.390 3.787 -0.106
C 0.147 0.216 4.266 -0.098
C 0.324 0.181 5.627 -0.143
H 1.327 1.520 6.926 0.134
H 1.883 2.954 4.945 0.096
H 0.833 1.726 2.762 0.081
H -0.380 -0.522 3.679 0.101
H 0.002 -0.534 6.368 0.102
N 5.783 2.498 6.690 0.004
C 4.545 3.062 6.537 -0.141
C 4.713 4.414 6.368 -0.113
C 6.105 4.675 6.415 -0.118
C 6.740 3.473 6.611 -0.146
H 5.961 1.518 6.836 0.147
H 3.654 2.454 6.563 0.083
H 3.922 5.135 6.225 0.090
H 6.589 5.635 6.314 0.088
H 7.787 3.229 6.703 0.103
N -2.974 -5.147 -3.287 0.033
C -1.720 -5.408 -3.762 -0.135
C -1.847 -6.026 -4.985 -0.142
C -3.232 -6.135 -5.258 -0.148
C -3.902 -5.581 -4.192 -0.155
H -3.183 -4.698 -2.398 0.086
H -0.846 -5.135 -3.191 0.099
H -1.033 -6.360 -5.612 0.076
H -3.689 -6.569 -6.136 0.074
H -4.958 -5.460 -4.002 0.097
```

Summary:
HOMO (eV): -4.63
HOMO-LUMO gap (eV): 6.60
Maximum force (hartree/bohr): 0.10115
E_tot (eV): -64429.266
Charge: -1



[2]
Molecular formula: CH8N2O
Method: DFT, ωB97M-V with the def2-TZVPD basis set

The geometry in XYZ format:
```
12
Properties=species:S:1:pos:R:3:lowdin_charge:R:1
N -1.478 0.263 0.263 0.119
H -1.616 0.623 -0.668 0.061
H -1.021 -0.630 0.107 -0.023
H 0.016 -3.032 0.316 0.054
H -2.217 0.129 0.934 0.079
N 1.331 1.883 0.202 0.360
C 1.173 0.805 -0.652 -0.460
O 1.996 -0.081 -0.950 0.214
H 1.550 1.682 1.190 0.140
H -0.621 -2.670 0.321 0.019
H 0.612 0.096 0.214 0.290
H 0.276 0.931 -1.277 0.147
```

Summary:
HOMO (alpha / beta) (eV): -16.52 / -16.13
<S²>: 0.95
HOMO-LUMO gap (alpha / beta) (eV): 8.13 / 6.99
Maximum force (hartree/bohr): 0.05613
ΔE to the lowest compared entry with this formula, charge and spin (eV): 5.9887
2S+1: 2
E_tot (eV): -6179.157
Charge: +1



[3]
Molecular formula: C13H17BeIN2O
Method: DFT, ωB97M-V with the def2-TZVPD basis set

The geometry in XYZ format:
```
35
Properties=species:S:1:pos:R:3:lowdin_charge:R:1
C 1.587 2.701 0.592 -0.097
C 2.753 1.277 0.371 -0.055
H 0.979 3.127 -0.226 0.012
H 2.465 3.383 0.525 0.095
H 1.148 2.852 1.591 0.103
H 2.396 0.378 -0.174 0.028
H 3.549 1.737 -0.219 0.081
H 3.149 0.993 1.350 0.112
C -2.241 1.690 -0.409 -0.118
C -3.573 1.410 -0.799 -0.044
C -3.789 0.245 -1.557 -0.062
C -2.708 -0.599 -1.819 -0.008
H -2.003 2.594 0.169 0.119
H -4.375 2.094 -0.514 0.101
H -4.793 0.006 -1.925 0.108
H -2.851 -1.512 -2.390 0.095
N -1.230 0.896 -0.728 0.029
C -1.421 -0.294 -1.323 -0.230
C -0.290 -1.245 -1.414 -0.219
N 0.875 -0.926 -0.826 0.046
C 1.840 -1.841 -0.690 -0.112
C 0.611 -3.428 -1.991 -0.049
C 1.765 -3.110 -1.271 -0.048
H 2.722 -1.561 -0.107 0.117
H 2.619 -3.792 -1.155 0.110
C -0.427 -2.490 -2.058 0.007
H -1.344 -2.698 -2.602 0.099
H 0.510 -4.392 -2.488 0.109
Be 1.166 1.170 0.065 -0.347
I 1.242 1.793 -2.444 0.320
C -0.069 -0.128 2.253 -0.195
O 0.368 0.696 1.253 -0.321
H -1.168 -0.073 2.281 0.072
H 0.311 0.211 3.231 0.072
H 0.227 -1.178 2.101 0.070
```

Summary:
HOMO (eV): -7.45
HOMO-LUMO gap (eV): 7.43
Maximum force (hartree/bohr): 0.14703
E_tot (eV): -27285.037



Question: Which formula does entry 1 have?
Answer: C47H72N7O2



Question: Look up the E_tot of the second one.
Answer: -6179.157 eV



Question: Number 3 is which compound?
Answer: C13H17BeIN2O